Entry from the Open Molecules 2025 dataset: a molecular structure, C32H67GdGeN2O7P3 (ωB97M-V with the def2-TZVPD basis set).

- Highest occupied orbital energy (spin up / spin down): -7.74 / -8.43 eV
- Spin multiplicity: 8
- Gap between HOMO and LUMO (spin up / spin down): 5.84 / 6.54 eV
- LUMO (spin up / spin down): -1.9 / -1.9 eV
- Expectation value of S²: 16.26
- Net charge: +1

Each line ends with the Löwdin spin population.
CARTESIAN COORDINATES (ANGSTROEM)
Gd (0.5714, -0.0160, 0.3290)  7.438
C (-3.2984, 3.8186, 1.5822)  0.000
C (-2.9905, 3.2088, 2.9353)  0.000
C (-1.6765, 3.6684, 3.5348)  0.000
O (-3.0493, 1.7242, 2.8418)  0.000
P (-2.1475, 0.7580, 2.0147)  0.004
O (-1.3696, 1.3200, 0.8712)  0.009
C (-3.3307, -0.5130, 1.4596)  0.001
P (-2.3794, -1.9239, 0.8816)  0.003
O (-1.2053, -1.4130, 0.1125)  0.011
O (-3.1879, -2.8825, -0.0629)  0.000
C (-4.5942, -3.3464, -0.0023)  0.000
C (-5.0942, -3.5913, 1.4057)  0.000
C (-5.4611, -2.3729, -0.7692)  0.000
O (-2.0296, -2.7330, 2.1721)  0.001
C (-0.9938, -3.8073, 2.1404)  0.000
C (-1.5884, -5.0557, 2.7553)  0.000
C (0.2212, -3.3270, 2.8928)  0.003
O (-1.1248, 0.0420, 2.9527)  0.009
C (-1.2293, -0.4044, 4.3589)  0.000
C (-2.6154, -0.8738, 4.7635)  0.000
C (-0.7148, 0.7074, 5.2451)  0.000
H (-3.4072, 4.8983, 1.6946)  0.000
H (-4.2361, 3.4208, 1.1829)  0.000
H (-2.4949, 3.6162, 0.8687)  0.000
H (-3.8025, 3.4233, 3.6215)  0.000
H (-0.8350, 3.1797, 3.0463)  0.000
H (-1.6264, 3.4603, 4.6030)  0.000
H (-1.5717, 4.7445, 3.3922)  0.000
H (-3.8510, -0.0916, 0.5952)  0.000
H (-4.0418, -0.7645, 2.2463)  0.000
H (-4.5563, -4.2874, -0.5443)  0.000
H (-5.1766, -2.6586, 1.9723)  0.000
H (-4.4493, -4.2694, 1.9544)  0.000
H (-6.0883, -4.0356, 1.3485)  0.000
H (-5.5634, -1.4246, -0.2342)  0.000
H (-6.4590, -2.7978, -0.8891)  0.000
H (-5.0476, -2.1808, -1.7602)  0.000
H (-0.7432, -3.9991, 1.0951)  0.000
H (-2.1135, -4.7992, 3.6785)  0.000
H (-0.7849, -5.7515, 3.0003)  0.000
H (-2.2775, -5.5647, 2.0830)  0.000
H (0.0286, -3.3341, 3.9708)  0.000
H (0.5312, -2.3277, 2.6049)  0.001
H (1.0514, -4.0093, 2.6948)  0.000
H (-0.5308, -1.2339, 4.3791)  0.000
H (-3.3516, -0.0741, 4.6493)  0.000
H (-2.5825, -1.1384, 5.8215)  0.000
H (-2.9302, -1.7561, 4.2063)  0.000
H (-1.4813, 1.4710, 5.3996)  0.000
H (0.1766, 1.1646, 4.8106)  0.000
H (-0.4472, 0.2889, 6.2173)  0.000
N (-1.3226, -5.1120, -1.6699)  0.000
C (-0.6200, -4.8980, -2.8289)  0.000
O (-0.4437, -5.7559, -3.6611)  0.000
C (-0.0567, -3.5124, -3.0062)  0.000
C (0.1562, -3.0356, -4.2814)  0.000
C (0.6733, -1.7630, -4.4274)  0.000
C (0.9417, -1.0181, -3.2911)  0.002
N (0.7454, -1.4590, -2.0586)  0.009
C (0.2784, -2.7042, -1.9367)  0.002
H (-1.7957, -6.0015, -1.6257)  0.000
H (-1.7837, -4.3298, -1.2246)  0.000
H (-0.0842, -3.6681, -5.1280)  0.000
H (0.8710, -1.3396, -5.4047)  0.000
H (1.3731, -0.0305, -3.3831)  0.000
H (0.1906, -3.0843, -0.9285)  0.001
C (1.8145, 5.4491, -0.7477)  0.000
C (1.8985, 4.1297, 0.0189)  0.001
C (0.8858, 4.1000, 1.1662)  0.001
P (1.7788, 2.5466, -0.9457)  0.007
C (3.5514, 2.2381, -1.3771)  0.002
C (4.3673, 3.3896, -1.9643)  0.000
C (3.6899, 0.9701, -2.2248)  0.000
C (0.8068, 2.8332, -2.5012)  -0.002
C (-0.6238, 3.2354, -2.1146)  0.001
C (1.3602, 3.7154, -3.6211)  -0.001
H (2.0162, 6.2772, -0.0607)  0.000
H (0.8182, 5.6087, -1.1640)  0.000
H (2.5410, 5.5136, -1.5586)  0.000
H (2.8938, 4.0513, 0.4643)  0.000
H (-0.1378, 4.2113, 0.7889)  0.000
H (1.0756, 4.9170, 1.8709)  0.000
H (0.9541, 3.1579, 1.7088)  0.000
H (3.9519, 2.0131, -0.3859)  0.000
H (4.0159, 3.6841, -2.9538)  0.000
H (5.4101, 3.0710, -2.0669)  0.000
H (4.3637, 4.2707, -1.3205)  0.000
H (3.3385, 1.1410, -3.2488)  0.000
H (3.1375, 0.1265, -1.7990)  0.000
H (4.7397, 0.6689, -2.2903)  0.000
H (0.7387, 1.8202, -2.8999)  0.001
H (-0.6691, 4.2753, -1.7822)  0.000
H (-1.0230, 2.6111, -1.3137)  0.001
H (-1.2841, 3.1398, -2.9808)  0.000
H (1.5475, 4.7369, -3.2957)  0.000
H (0.6311, 3.7582, -4.4374)  0.000
H (2.2845, 3.3109, -4.0351)  0.000
C (4.2054, -2.2288, 3.3676)  0.000
Ge (3.6391, -1.0694, 1.8884)  -0.052
C (3.2096, -2.2926, 0.3773)  0.007
C (5.2809, -0.1687, 1.2937)  -0.024
C (2.0924, 0.0361, 2.0828)  -0.414
H (5.0253, -2.8734, 3.0342)  0.000
H (3.3830, -2.8597, 3.7218)  0.000
H (4.5619, -1.6254, 4.2079)  0.000
H (4.0933, -2.5579, -0.2143)  0.001
H (2.5089, -1.7988, -0.2974)  0.004
H (2.7421, -3.2222, 0.7236)  0.000
H (6.0934, -0.9005, 1.2407)  -0.003
H (5.5754, 0.6313, 1.9790)  0.000
H (5.1355, 0.2639, 0.2976)  0.000
H (2.0189, 0.5390, 3.0544)  -0.030

Atomic forces in eV per Å
Gd 1.5 0.8 0.3
C 0.0 -0.2 -0.1
C 0.0 0.0 -0.2
C 0.0 -0.1 0.0
O 0.0 0.3 0.0
P -0.1 0.1 0.2
O -0.4 0.1 0.3
C 0.2 0.0 0.0
P 0.1 -0.1 -0.1
O -0.9 -1.0 0.3
O -0.4 0.0 -0.1
C 0.0 0.2 0.0
C 0.1 0.2 0.1
C 0.0 0.1 -0.1
O 0.1 -0.2 0.1
C 0.0 0.0 0.1
C -0.1 0.1 0.0
C 0.0 -0.2 0.2
O -0.3 -0.1 0.2
C 0.1 0.1 0.0
C 0.0 0.1 -0.2
C 0.0 0.1 0.0
H 0.0 0.0 0.0
H 0.1 0.1 0.1
H -0.1 0.0 0.1
H -0.1 -0.1 0.1
H 0.0 0.0 -0.1
H 0.0 0.0 -0.1
H 0.0 0.0 0.0
H -0.1 0.0 0.1
H 0.1 0.0 0.0
H 0.1 -0.1 0.0
H 0.0 -0.1 -0.1
H 0.1 -0.1 0.1
H 0.0 0.0 0.0
H 0.0 -0.1 0.0
H 0.0 0.0 0.0
H 0.0 0.0 0.1
H 0.0 0.1 -0.1
H 0.1 0.0 0.0
H 0.0 0.0 0.0
H -0.1 0.0 0.0
H 0.0 0.0 -0.1
H 0.1 0.2 -0.2
H 0.0 0.0 0.0
H 0.0 0.0 0.0
H 0.0 0.0 0.0
H 0.0 0.0 0.0
H 0.0 0.1 0.0
H 0.1 -0.1 0.0
H -0.1 -0.1 0.0
H 0.0 0.0 0.0
N 0.0 0.1 0.0
C 0.0 0.2 0.0
O 0.0 -0.1 -0.1
C -0.1 -0.3 0.4
C 0.0 0.1 -0.5
C 0.0 0.0 -0.2
C 0.2 0.3 -0.4
N 0.0 -0.3 0.3
C 0.0 -0.1 0.2
H 0.0 0.0 0.0
H 0.1 -0.1 -0.1
H 0.1 0.1 0.0
H 0.0 0.0 0.1
H -0.1 0.0 0.0
H 0.0 0.0 0.0
C 0.1 0.1 0.0
C -0.2 0.0 0.1
C -0.1 0.2 0.0
P 0.2 0.0 0.0
C 0.0 -0.1 -0.2
C 0.1 0.0 0.0
C 0.1 0.1 0.0
C 0.0 0.2 0.0
C 0.0 0.1 -0.1
C -0.1 0.0 -0.1
H 0.0 -0.1 0.0
H 0.1 0.0 0.0
H -0.1 0.0 0.1
H 0.1 0.0 0.0
H 0.1 0.0 0.0
H 0.0 0.0 -0.1
H 0.0 -0.1 0.1
H 0.1 0.0 0.1
H 0.0 0.0 0.1
H -0.1 0.0 0.0
H 0.0 -0.1 0.0
H 0.0 0.0 0.1
H 0.0 0.0 0.0
H -0.1 0.0 0.0
H 0.0 -0.1 -0.1
H 0.0 -0.1 0.0
H 0.0 0.0 0.0
H 0.0 0.0 0.0
H 0.0 0.0 0.0
H 0.0 0.0 0.1
H -0.1 0.0 0.0
C 0.0 0.0 0.2
Ge -0.2 -0.4 -0.3
C 0.1 -0.2 0.1
C 0.1 0.2 0.0
C 0.0 0.5 -0.7
H -0.1 0.0 0.1
H 0.1 0.1 0.0
H 0.0 -0.1 -0.1
H -0.1 0.0 0.1
H 0.0 -0.1 -0.3
H 0.0 0.1 0.0
H -0.1 0.1 0.0
H 0.0 -0.1 -0.1
H 0.1 -0.1 0.1
H -0.3 -0.2 0.1